# 1
ORCA calculation (wB97M-V/def2-TZVPD) on C12H8IP in the gas phase.

The geometry in XYZ format:
```
22
Properties=species:S:1:pos:R:3
I -0.34 4.31 0.90
C -1.17 2.70 -0.64
C -0.20 2.89 -1.71
C 0.79 2.00 -1.90
C 0.75 0.70 -1.18
P 1.82 -0.61 -1.51
C 0.97 -1.60 -0.19
C 1.23 -2.92 0.09
C 0.50 -3.44 1.16
C -0.48 -2.69 1.85
C -0.63 -1.34 1.55
C 0.04 -0.76 0.49
C -0.21 0.51 -0.16
C -1.14 1.42 0.03
H -2.09 3.22 -0.94
H -0.34 3.93 -2.08
H 1.75 2.28 -2.48
H 2.02 -3.44 -0.55
H 0.63 -4.57 1.30
H -0.89 -2.98 2.77
H -1.32 -0.86 2.23
H -1.69 1.25 0.98
```

## Properties
Lowest unoccupied orbital energy (spin up / spin down): -1.772 / -1.771 eV
SMILES: I[C@H]1C=CC2=Pc3ccccc3C2=C1
HOMO-LUMO gap (spin up / spin down): 0.2218 / 0.2218 Eh
E_tot: -29960.985 eV
Charge: 0
HOMO energy (spin up / spin down): -7.8 / -7.8 eV



# 2
ORCA calculation (wB97M-V/def2-TZVPD) on a molecular structure, C29H31Br2FHfN4O5.

The geometry in XYZ format:
```
73
Properties=species:S:1:pos:R:3
Hf 0.01 -0.63 -0.75
C 0.09 -4.10 -0.88
C -0.02 -3.58 0.51
C -0.10 -4.44 1.63
C -0.19 -3.92 2.90
C -0.18 -2.53 3.09
C -0.23 -1.86 4.34
Br -0.36 -2.88 5.94
C -0.19 -0.49 4.41
C -0.08 0.27 3.25
Br -0.07 2.15 3.32
C 0.00 -0.31 1.99
O 0.17 0.39 0.89
C -0.09 -1.73 1.92
N -0.06 -2.27 0.67
H 0.62 -5.05 -0.89
H 0.62 -3.37 -1.50
H -0.90 -4.26 -1.30
H -0.08 -5.51 1.49
H -0.26 -4.58 3.76
H -0.24 0.01 5.37
C -4.24 3.06 -6.10
C -4.78 1.86 -5.33
N -4.05 1.61 -4.09
C -3.18 0.58 -4.04
C -2.44 0.30 -2.94
C -1.41 -0.73 -2.60
O -0.22 -0.50 -2.90
O -1.67 -1.54 -1.67
C -2.46 1.16 -1.79
O -1.64 0.99 -0.85
C -3.49 2.17 -1.80
C -3.76 2.90 -0.64
C -4.79 3.79 -0.61
F -5.04 4.46 0.53
C -5.59 4.05 -1.75
C -5.28 3.36 -2.91
C -4.27 2.38 -2.96
N -6.67 4.92 -1.72
C -6.78 6.00 -2.68
C -8.25 6.19 -3.06
N -9.03 6.48 -1.83
C -8.87 5.39 -0.84
C -7.39 5.21 -0.50
H -4.84 3.20 -6.99
H -3.21 2.89 -6.42
H -4.27 3.97 -5.51
H -4.68 0.97 -5.95
H -5.84 1.99 -5.10
H -3.11 -0.03 -4.93
H -3.14 2.75 0.23
H -5.86 3.57 -3.79
H -6.20 5.77 -3.57
H -6.39 6.94 -2.26
H -8.64 5.26 -3.50
H -8.37 7.00 -3.78
H -10.03 6.62 -2.06
H -8.68 7.36 -1.42
H -9.26 4.47 -1.28
H -9.45 5.62 0.06
H -7.31 4.37 0.19
H -7.01 6.10 0.02
C 3.92 0.02 -1.45
C 2.43 -0.04 -1.77
C 1.78 1.33 -1.47
O 1.79 -1.04 -1.02
H 4.42 0.69 -2.14
H 4.36 -0.97 -1.54
H 4.08 0.36 -0.43
H 2.30 -0.29 -2.84
H 1.97 1.60 -0.43
H 0.69 1.30 -1.65
H 2.22 2.09 -2.12
```

## Properties
Lowest unoccupied orbital energy: -5.294 eV
Relative energy (zero: lowest compared OMol25 entry of this formula, charge and spin): 30.7 kcal per mole
HOMO-LUMO gap: 0.2413 Eh
E_tot: -190875.106 eV
Charge: +2
HOMO energy: -11.9 eV